Record 1
The following is a DFT calculation (ωB97M-V/def2-TZVPD) of 11 unconnected molecules or ions with the total composition C2H28N2O10 in a non-equilibrium geometry.

Output
Total charge ... 0
2S+1 ... 1
HOMO level ... -8.377 eV
SMILES string ... NCCN.O.O.O.O.O.O.O.O.O.O
Relative energy (zero: lowest compared OMol25 entry of this formula, charge and spin) ... 270.3 kJ/mol

Geometry (Å):
N: 0.12386 -0.51426 -0.59543
C: 1.04843 -0.02318 -1.60309
C: 0.53242 1.25512 -2.39537
N: -0.02224 2.30531 -1.51369
H: 0.42790 -0.80251 0.34076
H: -0.66939 0.12503 -0.39607
H: 1.25592 -0.79512 -2.37699
H: 2.06152 0.10313 -1.24385
H: 1.46204 1.75453 -2.87318
H: -0.29472 0.93731 -3.05731
H: -0.91504 2.06352 -1.11960
H: 0.69638 2.51621 -0.91462
O: 3.12604 -2.01607 0.22925
H: 2.59866 -1.26780 0.18267
H: 3.90958 -1.51918 0.23878
O: -2.71451 -2.44119 -1.84698
H: -2.84616 -1.59299 -1.29005
H: -1.94049 -1.93738 -2.24370
O: -3.12045 2.92104 -0.89418
H: -3.93296 2.49293 -1.00930
H: -2.57533 3.07339 -1.64888
O: -2.38814 0.00758 -2.46177
H: -2.87247 0.74043 -1.91320
H: -3.08432 -0.23190 -3.25551
O: 1.84089 -1.90714 3.40422
H: 2.27796 -2.43549 2.63794
H: 0.98502 -1.76519 3.12215
O: 2.01559 0.99893 2.17613
H: 2.58628 0.34855 2.70813
H: 1.91254 1.77888 2.82168
O: -0.04948 1.16546 3.88181
H: -0.36785 0.97652 3.08223
H: -0.44453 0.64091 4.57738
O: 2.50805 2.04280 -0.10712
H: 2.90771 2.69014 0.33482
H: 2.44934 1.41930 0.84220
O: -2.55924 -0.70776 0.84553
H: -2.12669 -1.60112 0.89998
H: -3.41004 -0.94776 0.63744
O: -0.36777 -3.02315 0.93065
H: -0.54370 -3.83809 0.34110
H: 0.51944 -2.98973 0.52505



Record 2
The following is a DFT calculation (ωB97M-V/def2-TZVPD) of a molecular structure, C7H12N2O in a non-equilibrium geometry.

Output
Total charge ... 0
2S+1 ... 1
HOMO level ... -6.731 eV
Relative energy (zero: lowest compared OMol25 entry of this formula, charge and spin) ... 318.8 kJ/mol

Geometry (Å):
C: 0.80528 1.56912 -1.16496
C: 1.95668 1.11579 -0.47460
C: -0.45406 1.16734 -0.91725
C: 1.85667 0.21307 0.53985
C: -0.88349 0.17830 0.09633
C: -1.81526 0.70219 1.16458
C: -0.63892 -1.55144 -1.48119
N: 0.69698 -0.21550 1.01183
N: 0.54294 -1.21169 1.98037
O: -1.30865 -1.04103 -0.34299
H: 0.95634 2.29597 -1.95139
H: 2.92769 1.48352 -0.75740
H: -1.27538 1.55254 -1.51131
H: 2.74495 -0.15332 1.04877
H: -1.26109 1.25911 1.91167
H: -2.34803 -0.11588 1.63604
H: -2.53553 1.37198 0.69704
H: 0.43882 -1.59734 -1.30099
H: -0.82412 -0.92089 -2.35161
H: -1.03927 -2.54900 -1.64754
H: 1.46228 -1.57636 2.23273
H: -0.00483 -1.97647 1.58202



Record 3
The following is a DFT calculation (ωB97M-V/def2-TZVPD) of a molecular structure, C24H23N3OReS in a non-equilibrium geometry.

Output
Total charge ... +4
2S+1 ... 4
HOMO level (spin up / spin down) ... -19.950 / -19.951 eV

Geometry (Å):
Re: -0.32914 0.01894 0.05378
C: -2.71190 2.30397 0.39484
C: -1.63577 2.71218 -0.56011
C: -1.65904 3.99212 -1.15571
C: -0.66968 4.38468 -2.02657
C: 0.35503 3.48079 -2.35166
C: 0.33822 2.22693 -1.78719
N: -0.63268 1.86058 -0.86672
C: 1.18043 1.13337 -2.19138
C: 2.21239 1.14111 -3.14066
C: 2.78056 -0.06919 -3.52984
C: 2.26403 -1.26812 -3.04074
C: 1.23541 -1.22422 -2.09038
N: 0.79069 -0.03152 -1.62897
C: 0.44373 -2.31443 -1.58388
C: 0.52393 -3.61823 -2.00806
C: -0.46573 -4.52901 -1.59388
C: -1.47574 -4.09703 -0.76637
C: -1.51180 -2.76432 -0.30279
C: -2.59901 -2.31492 0.62027
N: -0.55238 -1.89634 -0.70776
H: -3.69216 2.52421 -0.03711
H: -2.64469 2.89079 1.31728
H: -2.67803 1.24271 0.64604
H: -2.47995 4.65816 -0.91680
H: -0.69264 5.36947 -2.47927
H: 1.12930 3.75520 -3.05881
H: 2.56644 2.06980 -3.57484
H: 3.59294 -0.08023 -4.24710
H: 2.65228 -2.21508 -3.40217
H: 1.31950 -3.93331 -2.67186
H: -0.44306 -5.55538 -1.94274
H: -2.26619 -4.77296 -0.45740
H: -3.57442 -2.49994 0.15773
H: -2.53533 -1.25579 0.88154
H: -2.57930 -2.90476 1.54260
C: 0.28889 2.35753 3.60595
S: 0.73370 0.69757 3.15690
O: -0.35365 0.36322 1.97249
C: 0.19379 -0.18223 4.55284
C: -1.15596 -0.40001 4.83202
C: -1.46349 -0.99211 6.03643
C: -0.44700 -1.38772 6.90701
C: 0.89123 -1.13896 6.60814
C: 1.22615 -0.54925 5.39958
H: -0.77762 2.40413 3.83377
H: 0.57082 3.04133 2.80046
H: 0.87776 2.58594 4.50096
H: -1.94652 -0.10224 4.14813
H: -2.49556 -1.09768 6.32785
H: -0.69487 -1.91818 7.81190
H: 1.67218 -1.42418 7.29706
H: 2.27022 -0.41089 5.12750



Record 4
The following is a DFT calculation (ωB97M-V/def2-TZVPD) of 5 unconnected molecules or ions with the total composition C25H47N2O12PS4 in a non-equilibrium geometry.

Output
Total charge ... 0
2S+1 ... 1
HOMO level ... -8.454 eV
SMILES string ... C#C[C@@H]1NC(=O)[C@](COC)(P(=N)(O)O)[C@@H]1C.O=S1(=O)CCCC1.O=S1(=O)CCCC1.O=S1(=O)CCCC1.O=S1(=O)CCCC1

Geometry (Å):
C: 0.61378 3.32405 2.23825
C: -0.28039 4.03503 1.78405
C: -1.48798 4.97754 1.35844
N: -2.12887 5.24758 2.68872
C: -3.06021 4.12990 2.89079
O: -3.11104 3.43236 3.86905
C: -3.87225 4.08349 1.50807
C: -4.74388 5.43162 1.52001
O: -5.22303 5.66711 2.85689
C: -5.09552 7.04655 3.24750
P: -4.95428 2.54821 1.46388
N: -5.85997 2.42021 2.75543
O: -4.05304 1.10081 1.40953
O: -5.95314 2.62280 0.10825
C: -2.64230 4.23090 0.50014
C: -2.23484 2.99994 -0.41046
H: 1.32625 2.88975 3.00686
H: -1.12898 5.96723 0.92105
H: -2.47238 6.19658 2.84561
H: -5.62700 5.36511 0.81203
H: -4.03640 6.26263 1.17648
H: -4.19037 7.25110 3.91364
H: -5.07267 7.74333 2.33905
H: -6.03170 7.34541 3.82474
H: -5.67269 3.20356 3.39928
H: -4.74813 0.41168 1.52291
H: -5.43890 2.43589 -0.71201
H: -2.92352 5.04048 -0.24570
H: -3.16597 2.44025 -0.77159
H: -1.68686 3.29890 -1.36560
H: -1.60006 2.22133 0.13160
O: 2.48690 1.52205 3.97325
S: 2.63801 0.08685 3.87228
O: 1.93340 -0.82230 4.74283
C: 2.34932 -0.39399 2.17769
C: 3.71925 -0.28914 1.51903
C: 4.70994 -0.89157 2.51938
C: 4.38491 -0.30587 3.89514
H: 1.60362 0.26083 1.72716
H: 1.99168 -1.42528 2.18042
H: 3.74371 -0.81058 0.56056
H: 3.96887 0.76144 1.33954
H: 4.58719 -1.97904 2.54317
H: 5.74565 -0.68522 2.23927
H: 4.58317 -1.01967 4.69412
H: 4.93625 0.61782 4.07677
O: 7.67268 -3.08904 1.65690
S: 8.36939 -1.90631 2.09974
O: 7.67312 -0.76332 2.64650
C: 9.65550 -2.39778 3.23594
C: 10.86135 -2.66973 2.34519
C: 10.88671 -1.53208 1.32111
C: 9.46156 -1.36184 0.78887
H: 9.33527 -3.27001 3.80434
H: 9.84441 -1.55888 3.90862
H: 11.78509 -2.71424 2.92428
H: 10.73822 -3.62735 1.83026
H: 11.20966 -0.60854 1.81100
H: 11.58819 -1.73450 0.50976
H: 9.24364 -0.32201 0.54627
H: 9.28203 -1.99222 -0.08291
O: -5.11653 -3.69689 -3.65910
S: -4.29978 -3.15700 -2.59673
O: -2.88560 -2.93747 -2.75402
C: -5.05830 -1.64930 -2.01021
C: -6.02031 -2.10994 -0.92112
C: -5.25903 -3.16413 -0.11272
C: -4.59155 -4.11442 -1.10986
H: -5.55534 -1.13786 -2.83387
H: -4.26886 -1.01829 -1.59652
H: -6.34627 -1.27661 -0.29527
H: -6.90881 -2.56197 -1.37231
H: -4.49400 -2.67305 0.49680
H: -5.91965 -3.70679 0.56614
H: -3.64174 -4.49189 -0.73270
H: -5.24672 -4.94793 -1.36778
O: -2.39203 -5.24359 -5.36884
S: -1.98416 -3.86779 -5.52758
O: -2.26403 -2.86352 -4.52671
C: -0.23889 -3.83523 -5.91037
C: -0.18329 -3.93743 -7.42977
C: -1.28385 -3.00919 -7.95010
C: -2.54563 -3.28680 -7.12827
H: 0.26753 -4.65717 -5.40582
H: 0.15951 -2.87925 -5.56547
H: 0.79902 -3.65684 -7.81453
H: -0.38885 -4.96541 -7.74367
H: -0.97659 -1.96780 -7.81296
H: -1.46754 -3.15848 -9.01596
H: -3.14541 -2.38717 -6.99454
H: -3.15164 -4.07372 -7.57964



Record 5
The following is a DFT calculation (ωB97M-V/def2-TZVPD) of a molecular structure, C3H3ClF2S in a non-equilibrium geometry.

Output
Total charge ... 0
2S+1 ... 1
HOMO level ... -8.965 eV
Relative energy (zero: lowest compared OMol25 entry of this formula, charge and spin) ... 0.0 kJ/mol

Geometry (Å):
C: 1.57499 0.48620 -0.53567
C: -1.29153 0.15551 0.33219
C: -0.00674 -0.60068 0.02225
F: -0.01493 -1.39826 -1.11919
F: 0.41948 -1.32605 1.09953
S: 1.21787 1.96142 -1.02196
Cl: 2.97945 -0.32893 -0.12663
H: -1.31559 0.36299 1.39618
H: -1.36068 1.19103 -0.11972
H: -2.20233 -0.50325 0.07303



Record 6
The following is a DFT calculation (ωB97M-V/def2-TZVPD) of a single C3H2N2O3 molecule in a non-equilibrium geometry.

Output
Total charge ... 0
2S+1 ... 1
HOMO level ... -10.555 eV
SMILES string ... O=C1ON=C/C1=N/O
Relative energy (zero: lowest compared OMol25 entry of this formula, charge and spin) ... 474.1 kJ/mol

Geometry (Å):
O: 0.39466 -1.84994 1.30694
C: -0.28845 -1.07382 0.76233
O: -1.60567 -0.92848 1.00477
N: -2.15461 0.36599 0.47322
C: -1.16407 0.91325 -0.07360
C: 0.02029 0.10072 -0.22192
N: 1.06619 0.61673 -0.70785
O: 2.09418 -0.25619 -0.76399
H: -1.23934 1.87348 -0.59374
H: 2.87683 0.23826 -1.18615